One molecule with the formula C3H3N3OS. Source: the Open Molecules 2025 dataset; level of theory: ωB97M-V/def2-TZVPD.

Results
Energy above the lowest of the compared OMol25 structures with the same formula, charge and spin, kJ/mol: 484.8
Frontier orbital gap, eV: 7.622
Structure (SMILES): Nc1connc1=S
HOMO energy, eV: -8.5991
Calculated total energy, Ha: -753.668128

Positions of all 11 atoms, in Å:
C -0.32427 -0.02083 0.12090
C 0.30067 -1.12371 0.68792
C 0.33478 0.85931 -0.84777
H -2.04091 1.17434 -0.12206
H -2.12762 -0.51623 0.76590
H 0.13065 -1.98437 1.28254
N -1.60547 0.30372 0.52427
N 2.33378 -0.20899 -0.18019
N 1.76298 0.66082 -0.95082
O 1.62490 -1.12621 0.47127
S -0.38950 1.98215 -1.75196

Cartesian forces (eV/Å) of the 3 atoms listed first:
-1.613 -0.719 1.473
1.169 3.091 -2.447
1.973 -1.575 0.647